Record 1
{
  "formula": "C4H10N2",
  "method": "ωB97M-V/def2-TZVPD",
  "species": ["N", "N", "C", "C", "C", "C", "H", "H", "H", "H", "H", "H", "H", "H", "H", "H"],
  "positions_angstrom": [[2.829, 0.551, 1.256], [-2.643, 0.615, -1.228], [1.626, -0.284, 1.201], [-1.476, -0.322, -1.209], [-0.698, -0.052, 0.062], [0.642, -0.116, 0.095], [-3.329, 0.483, -0.442], [2.024, -1.298, 1.215], [1.050, -0.024, 2.127], [1.167, -0.068, -0.893], [-3.249, 0.179, -1.980], [3.332, 0.537, 0.446], [2.495, 1.609, 1.626], [-1.659, -1.453, -1.147], [-0.859, -0.087, -2.183], [-1.251, -0.270, 1.054]],
  "forces_ev_per_a": [[-3.4, 3.6, 4.3], [-2.1, -2.2, -1.3], [-0.6, 0.8, 1.6], [0.6, 0.6, 0.1], [0.9, -1.8, 1.4], [0.4, 0.5, -2.1], [1.5, 0.0, -0.3], [-0.5, -0.4, 0.1], [0.6, -0.9, -0.3], [-0.6, 0.0, 0.5], [0.7, 1.2, 0.6], [1.5, 0.5, -2.6], [1.6, -3.7, -2.0], [-0.3, 1.4, -0.5], [-1.0, -0.6, 2.0], [0.6, 0.8, -1.6]],
  "smiles": "NC/C=C/CN",
  "homo_lumo_gap_ev": 10.3,
  "relative_energy_kj_mol": 238.9
}

---

Record 2
{
  "formula": "C3H9N3O2",
  "method": "ωB97M-V/def2-TZVPD",
  "species": ["O", "O", "N", "N", "N", "C", "C", "C", "H", "H", "H", "H", "H", "H", "H", "H", "H"],
  "positions_angstrom": [[0.336, 1.522, 3.108], [-0.020, -2.410, -0.353], [-1.502, -0.996, -1.312], [-0.378, 2.088, 1.020], [0.515, -0.051, 1.494], [0.150, 1.202, 1.953], [0.891, -0.665, -1.687], [-0.241, -1.438, -1.050], [0.044, 1.998, 0.107], [0.637, 0.380, -1.867], [-1.645, -0.003, -1.391], [1.684, -0.746, -0.947], [0.022, -0.649, 0.839], [0.820, -0.572, 2.303], [-2.282, -1.548, -0.993], [-0.277, 3.029, 1.377], [1.249, -1.141, -2.599]],
  "forces_ev_per_a": [[-0.1, 0.1, 0.0], [-0.1, -0.2, -0.2], [-0.2, 0.2, -0.1], [0.2, -0.1, -0.1], [0.2, -0.1, 0.6], [0.0, -0.2, -0.1], [0.1, 0.0, 0.7], [0.1, -0.4, -0.5], [-0.1, 0.0, -0.1], [0.1, 0.0, -0.1], [-0.1, -0.1, -0.3], [0.2, 0.3, -0.2], [-0.1, 0.7, 0.4], [0.1, -0.2, -0.2], [0.1, 0.0, 0.3], [-0.2, 0.0, 0.0], [-0.3, 0.0, -0.1]],
  "smiles": "CC(N)=O.NC(N)=O",
  "homo_lumo_gap_ev": 10.5,
  "relative_energy_kj_mol": 50.5
}

---

Record 3
{
  "formula": "C21H36BrIIrN2O2SeSiTe",
  "method": "ωB97M-V/def2-TZVPD",
  "species": ["Ir", "I", "Te", "Br", "Se", "Si", "O", "O", "N", "N", "C", "C", "C", "C", "C", "C", "C", "C", "C", "C", "C", "C", "C", "C", "C", "C", "C", "C", "C", "C", "C", "H", "H", "H", "H", "H", "H", "H", "H", "H", "H", "H", "H", "H", "H", "H", "H", "H", "H", "H", "H", "H", "H", "H", "H", "H", "H", "H", "H", "H", "H", "H", "H", "H", "H", "H", "H"],
  "positions_angstrom": [[0.165, -1.366, 0.468], [0.127, -4.473, 2.535], [-0.009, 2.358, 2.012], [-2.089, 0.310, 1.198], [2.484, -0.769, 4.565], [0.283, -0.780, -1.929], [2.069, -3.154, -0.059], [0.282, -4.238, -0.829], [1.607, -6.319, -1.688], [1.208, -0.248, 1.985], [-0.559, 3.680, 4.550], [-2.174, -2.169, -2.134], [2.340, 0.953, -1.182], [-0.873, 5.456, 6.147], [-1.389, 4.346, 3.647], [-1.442, -0.984, -2.779], [-0.877, -2.722, 1.832], [0.063, 2.366, 4.139], [0.206, 2.115, -1.795], [1.571, -4.146, -0.541], [-2.325, 0.262, -2.635], [1.661, 1.138, -3.567], [-1.269, -1.281, -4.276], [1.425, -1.940, -2.905], [-1.702, 6.118, 5.250], [-1.958, 5.564, 4.005], [-1.631, 3.720, 2.292], [1.729, -0.502, 3.018], [1.133, 0.937, -2.136], [2.381, -5.392, -0.861], [-0.308, 4.239, 5.799], [-1.882, 1.130, -3.126], [-2.594, 6.085, 3.297], [0.889, 0.964, -4.324], [1.100, 2.269, 4.455], [3.325, -5.077, -1.301], [1.539, -1.588, -3.934], [0.143, -5.152, -1.162], [3.015, 0.113, -1.380], [-0.422, 2.387, -2.644], [-2.138, 7.073, 5.516], [-3.297, 0.077, -3.114], [0.805, 2.999, -1.536], [1.008, -2.951, -2.941], [-2.557, 3.148, 2.262], [-1.639, -3.107, -2.303], [-3.177, -2.265, -2.570], [1.739, -6.129, -2.672], [1.858, -7.281, -1.519], [2.041, 0.886, -0.135], [2.911, 1.882, -1.313], [-0.737, -0.479, -4.797], [-2.259, -1.379, -4.742], [-1.655, 4.454, 1.489], [-0.729, -2.214, -4.448], [-0.464, 1.896, -0.957], [2.013, 2.171, -3.683], [-1.079, -2.145, 2.729], [-2.291, -2.032, -1.053], [2.595, -5.856, 0.101], [-1.807, -3.061, 1.381], [-0.486, 1.500, 4.509], [2.502, 0.474, -3.781], [0.345, 3.723, 6.494], [-2.510, 0.511, -1.586], [-0.654, 5.895, 7.112], [2.419, -2.001, -2.451]],
  "forces_ev_per_a": [[-0.1, 0.1, 0.6], [0.0, 0.1, 0.1], [-0.2, 0.2, -0.1], [0.1, 0.0, 0.0], [0.1, 0.0, 0.2], [0.0, -0.2, -0.4], [-0.3, 0.0, 0.0], [0.0, 0.1, 0.0], [0.0, 0.2, 0.1], [0.1, -0.5, -0.2], [0.0, 0.0, -0.1], [0.0, 0.0, 0.0], [0.0, 0.0, -0.1], [0.0, 0.0, 0.0], [0.1, 0.0, 0.0], [0.0, 0.2, 0.1], [0.1, 0.0, -0.4], [0.0, 0.0, 0.0], [0.1, 0.0, 0.1], [0.2, -0.1, -0.1], [-0.1, -0.1, 0.0], [-0.1, 0.0, 0.0], [-0.1, 0.0, 0.0], [0.1, -0.2, 0.2], [0.0, 0.0, 0.0], [0.0, 0.0, 0.0], [0.0, 0.1, 0.1], [-0.1, 0.2, -0.3], [-0.1, 0.2, 0.1], [-0.2, -0.1, -0.1], [0.0, 0.0, 0.0], [-0.1, -0.1, 0.0], [0.0, 0.0, 0.0], [0.1, 0.1, 0.1], [0.0, 0.0, 0.0], [0.1, 0.1, 0.0], [0.0, 0.0, 0.1], [0.0, -0.1, 0.0], [0.0, 0.1, 0.0], [0.0, 0.0, 0.1], [0.0, 0.0, 0.0], [0.1, 0.0, 0.1], [0.0, -0.1, 0.0], [0.0, 0.1, 0.0], [0.0, -0.1, 0.0], [0.0, 0.0, 0.1], [0.1, 0.0, 0.0], [0.0, 0.0, 0.0], [0.0, 0.0, 0.0], [0.0, 0.0, 0.0], [0.0, -0.1, 0.0], [-0.1, -0.1, 0.0], [0.1, 0.0, 0.0], [0.1, 0.0, 0.0], [0.0, 0.0, 0.0], [0.0, 0.0, 0.0], [0.0, -0.1, 0.0], [0.0, 0.1, 0.0], [0.0, 0.0, -0.1], [0.1, 0.0, 0.0], [0.0, 0.0, 0.0], [0.0, 0.0, 0.0], [-0.1, 0.0, 0.0], [0.0, 0.0, 0.0], [0.0, 0.0, -0.1], [0.0, 0.0, 0.0], [-0.1, 0.0, -0.1]],
  "homo_lumo_gap_ev": [7.5, 6.0],
  "relative_energy_kj_mol": 0.0,
  "spin_multiplicity": 6
}

---

Record 4
{
  "formula": "C17H39NO3",
  "method": "ωB97M-V/def2-TZVPD",
  "species": ["O", "O", "O", "N", "C", "C", "C", "C", "C", "C", "C", "C", "C", "C", "C", "C", "C", "C", "C", "C", "C", "H", "H", "H", "H", "H", "H", "H", "H", "H", "H", "H", "H", "H", "H", "H", "H", "H", "H", "H", "H", "H", "H", "H", "H", "H", "H", "H", "H", "H", "H", "H", "H", "H", "H", "H", "H", "H", "H", "H"],
  "positions_angstrom": [[0.823, -1.732, 0.351], [-1.583, -1.705, 0.986], [0.962, -2.233, -2.102], [2.912, -2.790, -0.718], [-0.274, 0.558, 5.534], [1.425, 2.211, -3.861], [-1.497, -0.805, 8.076], [-2.119, -0.840, 6.688], [2.028, 0.358, -7.082], [-0.404, -2.485, 0.621], [-1.103, 1.840, 5.425], [1.219, -0.190, -4.688], [-1.907, 1.923, 4.137], [-1.458, 0.207, -0.813], [-0.532, 1.598, -0.866], [2.384, -0.150, -5.683], [-1.085, -0.743, 5.562], [0.514, 1.150, -4.459], [1.014, -0.523, -7.796], [1.487, -2.237, -0.872], [-1.427, -0.262, 0.791], [0.865, 3.136, -3.692], [-2.460, 2.867, 4.099], [-2.668, -1.782, 6.576], [1.390, -1.545, -7.900], [1.598, -0.561, -3.727], [0.574, 1.298, -1.129], [-0.164, -3.193, 1.552], [-1.064, -0.621, -1.541], [0.479, -0.926, -5.021], [0.814, -0.131, -8.799], [-0.786, -1.628, 8.204], [-0.974, 2.405, -1.599], [2.261, 2.447, -4.525], [-0.610, 2.078, 0.224], [-0.422, 2.699, 5.467], [3.496, -1.936, -0.570], [-1.597, -0.876, 4.602], [-1.773, 1.937, 6.286], [-2.636, 1.111, 4.063], [-0.654, -3.231, -0.268], [-0.386, -1.585, 5.649], [1.655, 1.386, -7.034], [-2.861, -0.040, 6.598], [1.830, 1.879, -2.900], [-0.971, 0.136, 8.260], [2.945, 0.391, -7.684], [3.192, 0.472, -5.278], [2.801, -1.163, -5.768], [-2.409, 0.239, 1.252], [0.061, -0.557, -7.260], [3.163, -3.214, -1.655], [-1.250, 1.879, 3.264], [-2.543, 0.518, -1.151], [-2.274, -0.906, 8.840], [-0.327, 0.987, -3.774], [0.080, 1.520, -5.394], [0.353, 0.619, 6.431], [-0.534, 0.230, 1.387], [0.422, 0.512, 4.685]],
  "forces_ev_per_a": [[1.0, -2.0, -3.2], [2.4, 1.0, -0.8], [2.4, -0.1, 7.9], [-2.6, 2.0, -0.7], [0.1, 0.0, 0.1], [0.0, 0.2, -0.1], [-0.1, 0.1, 0.2], [0.1, -0.1, -0.1], [0.2, -0.1, 0.0], [-0.7, -2.6, 0.8], [0.2, 0.0, 0.0], [0.0, 0.0, 0.0], [-0.2, 0.2, 0.0], [0.5, 1.1, 0.5], [-0.7, -0.5, 0.5], [0.1, 0.1, 0.0], [-0.1, 0.0, -0.1], [0.0, -0.2, 0.1], [-0.2, 0.1, -0.2], [-1.1, -0.2, -5.1], [-1.6, 1.5, -0.6], [0.1, 0.0, 0.1], [0.0, -0.1, -0.1], [0.0, 0.1, 0.0], [-0.1, 0.0, 0.0], [-0.1, 0.0, -0.2], [-2.2, 0.9, 0.6], [-0.5, 1.7, -1.8], [-0.6, 1.6, 1.5], [0.1, 0.0, 0.1], [0.0, -0.1, 0.1], [0.0, 0.1, 0.0], [1.1, -1.8, 1.2], [0.0, 0.0, 0.1], [0.4, -0.9, -2.4], [-0.1, -0.1, 0.1], [-0.4, -1.1, 0.1], [0.1, 0.0, 0.0], [0.1, 0.0, 0.0], [0.1, 0.1, 0.0], [0.4, 2.0, 1.5], [-0.1, 0.1, 0.0], [0.0, -0.1, 0.0], [0.1, 0.0, 0.0], [0.0, 0.1, -0.1], [0.0, -0.1, 0.0], [-0.1, 0.1, 0.1], [-0.1, 0.0, 0.0], [-0.1, 0.1, 0.0], [2.1, -1.4, -0.8], [0.1, 0.0, -0.1], [-0.6, 1.0, 1.3], [0.0, 0.0, 0.0], [2.1, -0.9, 0.9], [0.1, 0.0, 0.0], [0.0, 0.0, -0.1], [0.0, 0.0, 0.0], [0.0, 0.0, -0.1], [-1.5, -1.4, -1.4], [-0.1, 0.0, 0.1]],
  "smiles": "CCCOCOC(N)=O.CCCCCC.CCCCCC",
  "homo_lumo_gap_ev": 10.3,
  "relative_energy_kj_mol": 362.6
}